# 1
C31H31N2O2 | wB97M-V/def2-TZVPD

## Properties
Electronic energy = -1459.61653 Eh
2S+1 = 1
SMILES = COc1ccc([C@@H](c2ccccc2)[C@@](OC)(c2ccccc2)c2n(C)c3ccccc3[n+]2C)cc1
Net charge = +1
Energy relative to the best compared isomer or geometry (same formula, charge and spin) = 56.9 kJ/mol
Kohn-Sham gap = 7.943 eV
E_HOMO = -10.7 eV

Each line ends with the natural charge from an NBO analysis.
Positions of all 66 atoms, in Å:
C 1.510 -3.978 -1.440  -0.252
O 1.187 -3.076 -0.376  -0.591
C 1.605 -1.708 -0.294  0.203
C 3.103 -1.551 -0.690  0.028
C 3.596 -0.289 -1.043  -0.234
C 4.871 -0.138 -1.595  -0.209
C 5.670 -1.263 -1.821  -0.188
C 5.238 -2.498 -1.342  -0.210
C 4.001 -2.622 -0.689  -0.230
C 1.463 -1.509 1.237  0.532
N 2.241 -0.809 2.099  -0.330
C 3.488 -0.110 1.862  -0.410
C 1.691 -0.866 3.391  0.171
C 0.609 -1.702 3.320  0.100
C -0.226 -1.915 4.411  -0.205
C 0.090 -1.228 5.599  -0.188
C 1.218 -0.388 5.676  -0.186
C 2.049 -0.200 4.557  -0.235
N 0.534 -2.156 1.988  -0.298
C -0.384 -3.208 1.594  -0.397
H 2.062 -4.826 -1.010  0.188
H 0.556 -4.356 -1.830  0.194
H 2.104 -3.531 -2.251  0.213
H 2.994 0.605 -0.832  0.211
H 5.230 0.858 -1.856  0.228
H 6.626 -1.158 -2.341  0.234
H 5.865 -3.382 -1.466  0.231
H 3.728 -3.564 -0.207  0.227
H 3.898 0.163 2.836  0.227
H 4.215 -0.765 1.365  0.245
H 3.329 0.808 1.284  0.221
H -1.086 -2.574 4.329  0.235
H -0.543 -1.353 6.480  0.239
H 1.446 0.122 6.612  0.239
H 2.933 0.440 4.579  0.234
H -1.002 -3.409 2.472  0.210
H -1.014 -2.872 0.763  0.249
H 0.166 -4.119 1.320  0.237
C 1.727 -2.321 -7.438  -0.259
O 2.353 -1.363 -6.555  -0.487
C 1.888 -1.275 -5.281  0.332
C 2.364 -0.204 -4.489  -0.254
C 1.846 -0.008 -3.229  -0.161
C 1.038 -0.972 -2.601  -0.121
C 0.708 -0.806 -1.109  -0.237
C -0.788 -0.870 -0.770  -0.062
C -1.245 -0.375 0.469  -0.227
C -2.561 -0.606 0.885  -0.213
C -3.471 -1.227 0.016  -0.210
C -3.068 -1.531 -1.284  -0.225
C -1.767 -1.239 -1.701  -0.143
C 0.557 -2.017 -3.395  -0.129
C 0.949 -2.167 -4.724  -0.334
H 2.248 -2.178 -8.385  0.214
H 1.867 -3.349 -7.071  0.181
H 0.652 -2.112 -7.556  0.187
H 3.108 0.475 -4.903  0.234
H 2.114 0.901 -2.687  0.209
H 1.005 0.224 -0.864  0.223
H -0.582 0.226 1.097  0.207
H -2.879 -0.326 1.892  0.224
H -4.485 -1.469 0.347  0.229
H -3.755 -2.008 -1.991  0.228
H -1.538 -1.300 -2.765  0.223
H -0.146 -2.752 -2.998  0.210
H 0.519 -2.971 -5.326  0.227

---

# 2
C31H32AsN7O5Pd | wB97M-V/def2-TZVPD

## Properties
Electronic energy = -4321.98360 Eh
2S+1 = 5
Net charge = +4
Expectation value of S² = 6.0671
Kohn-Sham gap (alpha / beta) = 7.674 / 4.409 eV
E_HOMO (alpha / beta) = -19.1 / -19.1 eV

Each line ends with the Löwdin charge.
Positions of all 77 atoms, in Å:
Pd 0.091 1.619 -1.679  1.135
N -0.006 5.094 -1.466  0.050
N -1.381 5.270 -1.667  0.005
C -2.191 4.295 -2.095  -0.347
N -3.452 4.615 -2.338  0.243
N -1.628 3.069 -2.280  0.072
N -2.396 2.048 -2.687  -0.412
O -1.726 0.998 -2.860  -0.084
O -3.590 2.076 -2.853  0.119
H 0.227 5.562 -0.596  0.106
H 0.486 5.570 -2.218  0.115
H -1.758 6.207 -1.609  0.174
H -3.764 5.573 -2.276  0.151
H -4.079 3.925 -2.720  0.111
O 6.702 0.474 0.416  -0.027
C 6.308 1.820 0.360  -0.172
C 4.856 1.832 -0.041  -0.114
C 4.106 2.989 -0.105  0.110
C 2.738 2.938 -0.496  -0.029
N 2.126 1.832 -0.836  0.027
C 2.851 0.664 -0.798  -0.128
C 4.201 0.647 -0.374  0.147
C 2.207 -0.511 -1.305  -0.143
C 2.756 -1.805 -1.162  0.126
C 2.123 -2.909 -1.735  -0.126
C 2.702 -4.289 -1.550  -0.168
O 3.432 -4.250 -0.345  -0.038
C 0.977 -2.660 -2.462  0.108
C 0.460 -1.337 -2.557  -0.030
N 1.032 -0.311 -1.978  0.030
H 7.639 0.411 0.634  0.129
H 6.875 2.393 -0.383  0.158
H 6.406 2.329 1.326  0.154
H 4.535 3.951 0.148  0.154
H 2.149 3.846 -0.513  0.110
H 4.765 -0.273 -0.334  0.132
H 3.656 -1.966 -0.587  0.137
H 3.342 -4.513 -2.412  0.158
H 1.893 -5.025 -1.531  0.144
H 3.916 -5.075 -0.226  0.126
H 0.435 -3.457 -2.956  0.153
H -0.443 -1.150 -3.123  0.126
O -1.125 0.991 -0.051  -0.556
As -1.479 -0.344 0.917  1.242
C -0.086 -0.746 2.124  -0.318
C 0.126 -0.009 3.290  -0.091
C 1.215 -0.304 4.096  -0.035
C 2.095 -1.319 3.738  -0.021
C 1.901 -2.036 2.563  -0.042
C 0.812 -1.753 1.754  -0.115
C -3.101 0.097 1.892  -0.214
C -4.252 0.515 1.129  0.064
C -5.523 0.717 1.714  0.022
C -5.686 0.497 3.052  0.045
C -4.554 0.092 3.823  0.122
C -3.270 -0.125 3.225  -0.010
C -2.030 -1.887 -0.040  -0.326
C -1.921 -3.150 0.547  -0.087
C -2.456 -4.253 -0.102  -0.033
C -3.109 -4.100 -1.320  -0.022
C -3.236 -2.839 -1.892  -0.039
C -2.703 -1.728 -1.255  -0.111
H -0.529 0.808 3.568  0.112
H 1.376 0.254 5.008  0.128
H 2.931 -1.556 4.384  0.129
H 2.583 -2.833 2.294  0.118
H 0.644 -2.343 0.861  0.089
H -4.144 0.659 0.059  0.121
H -6.355 1.026 1.095  0.143
H -6.642 0.623 3.544  0.148
H -4.673 -0.038 4.893  0.151
H -2.467 -0.481 3.857  0.119
H -1.435 -3.284 1.506  0.110
H -2.376 -5.234 0.348  0.128
H -3.534 -4.963 -1.815  0.130
H -3.764 -2.724 -2.830  0.127
H -2.807 -0.749 -1.706  0.080

---

# 3
C31H32BrHfIN4O2S4Se | wB97M-V/def2-TZVPD

## Properties
Electronic energy = -8483.52250 Eh
2S+1 = 1
Net charge = +2
Energy relative to the best compared isomer or geometry (same formula, charge and spin) = 0.0 kJ/mol
Kohn-Sham gap = 5.820 eV
E_HOMO = -11.8 eV

Each line ends with the Löwdin charge.
Positions of all 77 atoms, in Å:
Hf 0.719 -1.644 0.223  1.142
C -1.787 -4.083 1.462  -0.466
C -2.553 -3.708 0.203  -0.466
S -1.549 -2.909 -1.085  0.848
C -0.996 -4.318 -2.075  -0.496
C 0.039 -5.216 -1.421  -0.461
S 1.464 -4.239 -0.873  0.810
C 2.178 -5.340 0.373  -0.474
C 3.052 -4.536 1.316  -0.472
S 2.179 -3.205 2.169  0.873
C 1.011 -4.094 3.231  -0.454
C -0.152 -3.177 3.572  -0.469
S -1.069 -2.564 2.138  0.895
H -1.000 -4.806 1.253  0.059
H -2.465 -4.496 2.209  0.108
H -3.346 -2.998 0.439  0.092
H -3.023 -4.586 -0.240  0.103
H -0.607 -3.880 -2.996  0.000
H -1.881 -4.894 -2.346  0.105
H 0.390 -5.952 -2.144  0.105
H -0.375 -5.751 -0.567  0.077
H 2.781 -6.091 -0.137  0.105
H 1.375 -5.855 0.902  0.074
H 3.863 -4.039 0.782  0.091
H 3.502 -5.180 2.072  0.104
H 1.528 -4.383 4.146  0.105
H 0.669 -5.001 2.736  0.073
H 0.186 -2.280 4.094  0.083
H -0.863 -3.681 4.227  0.104
C 1.515 7.197 -2.757  -0.064
O 0.438 7.647 -1.949  -0.062
C 0.219 7.030 -0.773  -0.276
C 0.977 5.962 -0.291  -0.003
C 0.656 5.391 0.931  -0.028
C -0.398 5.889 1.683  -0.285
C -1.107 7.002 1.230  -0.009
C -0.827 7.546 -0.002  0.019
N -0.738 5.420 2.986  0.103
N -0.793 4.218 3.268  0.079
C -0.710 3.178 2.290  -0.219
C -1.561 3.087 1.219  0.016
C -1.573 1.946 0.393  0.043
C -0.743 0.893 0.661  -0.314
O -0.655 -0.234 -0.090  -0.355
C 0.135 0.959 1.756  -0.152
N 0.981 -0.112 1.927  -0.023
C 1.873 -0.032 2.912  -0.126
C 1.935 1.037 3.805  -0.006
C 1.072 2.095 3.657  0.060
C 0.158 2.091 2.590  -0.083
H 1.498 7.815 -3.648  0.098
H 1.385 6.149 -3.038  0.094
H 2.471 7.326 -2.244  0.100
H 1.823 5.587 -0.847  0.104
H 1.265 4.579 1.307  0.115
H -1.883 7.420 1.859  0.122
H -1.378 8.396 -0.381  0.129
H -2.229 3.908 0.997  0.134
H -2.251 1.896 -0.449  0.126
H 2.582 -0.842 3.000  0.067
H 2.674 1.018 4.594  0.124
H 1.092 2.939 4.336  0.134
Br 0.048 -3.165 -5.599  0.789
C -1.089 -1.823 -4.912  -0.735
C -2.322 -1.630 -5.523  -0.106
C -3.176 -0.642 -5.060  -0.046
C -2.807 0.160 -3.989  -0.054
C -1.580 -0.026 -3.375  -0.149
C -0.730 -1.022 -3.834  -0.694
I 1.132 -1.251 -2.896  1.164
H -2.599 -2.247 -6.366  0.112
H -4.130 -0.494 -5.548  0.121
H -3.470 0.939 -3.639  0.117
H -1.278 0.593 -2.543  0.083
Se 4.569 0.877 -0.726  0.770
C 3.506 -0.426 -0.406  -0.994
N 2.753 -1.335 -0.185  -0.237